No. 1
Entry from OMol25: a structure of composition C21H43LiNO19 in a non-equilibrium geometry (ωB97M-V/def2-TZVPD).

## Properties
Maximum force = 2.16 eV Å⁻¹
E_LUMO = -3.9601 eV
DFT total energy = -2317.645704 hartree
HOMO level = -12.73 eV
HOMO-LUMO gap = 8.771 eV

Geometry as ORCA input:
```
! RIJCOSX wB97M-V def2-TZVPD def2/J DEFGRID3
* xyz 1 1
Li 3.081 -0.144 -1.046
N 2.721 -0.987 2.145
H 2.102 -1.312 1.302
H 2.170 -0.394 2.776
H 3.523 -0.452 1.820
H 3.149 -1.778 2.632
C 0.322 -0.860 0.101
O 1.670 -1.113 -0.202
H -0.200 -0.455 -0.775
H -0.205 -1.773 0.405
H 0.191 -0.100 0.882
C -1.852 2.496 -6.360
O -0.714 1.680 -6.079
C -0.776 0.957 -4.981
O -1.722 0.843 -4.246
O 0.398 0.340 -4.809
C 0.616 -0.231 -3.537
H -1.563 3.120 -7.199
H -2.159 3.072 -5.492
H -2.687 1.877 -6.691
H 1.574 -0.750 -3.606
H -0.087 -1.039 -3.329
H 0.679 0.514 -2.748
C -1.695 4.869 0.945
O -1.340 3.607 0.403
C -2.321 2.964 -0.253
O -3.384 3.437 -0.529
O -1.889 1.754 -0.567
C -2.784 0.799 -1.103
H -2.265 4.769 1.868
H -2.286 5.464 0.248
H -0.779 5.433 1.103
H -2.920 0.913 -2.187
H -3.792 0.903 -0.709
H -2.315 -0.178 -1.080
C 3.677 5.158 -2.968
O 3.607 3.764 -3.288
C 3.078 2.877 -2.480
O 3.182 1.692 -2.724
O 2.437 3.390 -1.427
C 1.292 2.650 -0.963
H 4.720 5.474 -2.949
H 3.204 5.385 -2.024
H 3.239 5.740 -3.778
H 1.623 1.729 -0.477
H 0.642 2.468 -1.814
H 0.761 3.236 -0.223
C -1.984 -3.433 5.062
O -3.029 -2.990 4.210
C -2.773 -2.140 3.244
O -1.849 -1.360 3.210
O -3.736 -2.235 2.318
C -3.475 -1.505 1.125
H -1.874 -4.511 4.970
H -2.269 -3.220 6.090
H -1.063 -2.902 4.830
H -2.968 -0.580 1.399
H -4.448 -1.223 0.728
H -2.881 -2.036 0.384
C 0.557 1.289 3.094
C -0.431 1.518 4.215
C -1.914 1.347 3.901
O -2.389 0.537 4.973
C -1.345 0.030 5.685
O -1.459 -0.785 6.527
O -0.173 0.538 5.228
H 0.253 0.286 2.763
H 1.588 1.264 3.445
H 0.420 1.956 2.244
H -0.261 2.484 4.703
H -2.157 0.865 2.953
H -2.415 2.312 3.958
C 3.280 -5.294 -2.223
C 2.608 -4.710 -0.991
C 1.111 -4.551 -1.209
O 0.585 -5.730 -0.621
C 1.500 -6.223 0.251
O 1.293 -7.099 1.016
O 2.683 -5.556 0.137
H 3.192 -4.632 -3.086
H 2.868 -6.262 -2.517
H 4.353 -5.421 -2.064
H 3.107 -3.745 -0.893
H 0.873 -4.458 -2.270
H 0.692 -3.636 -0.780
*
```

No. 2
Entry from OMol25: a cluster of 2 separate species, CH4N2S in total in a non-equilibrium geometry (ωB97M-V/def2-TZVPD).

## Properties
Maximum force = 7.34 eV Å⁻¹
ΔE to the lowest compared entry with this formula, charge and spin = 240.1 kJ/mol
E_LUMO = -0.2936 eV
DFT total energy = -548.120393 hartree
HOMO level = -7.99 eV
HOMO-LUMO gap = 7.695 eV

Geometry as ORCA input:
```
! RIJCOSX wB97M-V def2-TZVPD def2/J DEFGRID3
* xyz 0 1
C 0.365 -0.073 -0.122
H 0.050 -1.852 0.122
H -1.311 -1.220 -0.457
H -0.920 1.295 1.066
H 0.340 1.965 -0.466
N -0.448 -1.093 -0.012
N -0.164 1.119 -0.113
S 2.087 -0.140 -0.017
*
```

No. 3
Entry from OMol25: an isolated molecule of C25H27N3O2 in a non-equilibrium geometry (ωB97M-V/def2-TZVPD).

## Properties
Maximum force = 1.47 eV Å⁻¹
ΔE to the lowest compared entry with this formula, charge and spin = 215.6 kJ/mol
E_LUMO = 0.7335 eV
DFT total energy = -1283.592154 hartree
HOMO level = -7.70 eV
HOMO-LUMO gap = 8.437 eV

Geometry as ORCA input:
```
! RIJCOSX wB97M-V def2-TZVPD def2/J DEFGRID3
* xyz 0 1
O -0.230 -1.156 -7.134
C 0.354 -0.289 -6.192
C -0.360 -0.305 -4.837
C 0.261 0.698 -3.867
C -0.444 0.623 -2.517
N -0.335 -0.715 -1.966
C -0.837 -0.771 -0.603
C 0.081 -0.048 0.325
C 1.456 0.002 0.249
N 1.888 0.767 1.271
C 3.252 1.042 1.636
C 3.873 -0.144 2.336
C 3.237 -0.688 3.445
C 3.780 -1.782 4.092
C 4.964 -2.341 3.638
C 5.601 -1.802 2.534
C 5.054 -0.710 1.881
N 0.889 1.204 2.020
C -0.229 0.730 1.468
C -1.507 1.038 2.051
C -1.789 1.824 3.132
C -3.203 1.795 3.290
C -4.113 2.368 4.177
C -5.452 2.097 4.004
C -5.901 1.271 2.972
C -5.022 0.690 2.079
C -3.676 0.963 2.253
O -2.642 0.509 1.507
C -0.991 -1.673 -2.835
C -0.306 -1.690 -4.197
H -1.158 -0.918 -7.237
H 1.384 -0.635 -6.079
H 0.377 0.740 -6.583
H -1.412 -0.031 -4.999
H 1.317 0.458 -3.729
H 0.187 1.713 -4.263
H 0.020 1.321 -1.817
H -1.504 0.920 -2.638
H -0.883 -1.824 -0.304
H -1.855 -0.356 -0.519
H 2.125 -0.439 -0.461
H 3.823 1.299 0.739
H 3.229 1.905 2.309
H 2.314 -0.248 3.792
H 3.280 -2.201 4.953
H 5.389 -3.195 4.144
H 6.523 -2.235 2.175
H 5.553 -0.294 1.017
H -1.070 2.348 3.725
H -3.769 3.007 4.976
H -6.176 2.529 4.679
H -6.960 1.082 2.871
H -5.361 0.051 1.280
H -0.917 -2.662 -2.375
H -2.065 -1.436 -2.962
H -0.782 -2.426 -4.846
H 0.738 -1.979 -4.061
*
```

No. 4
Entry from OMol25: the ion C3H6NO2S with charge -1 in a non-equilibrium geometry (ωB97M-V/def2-TZVPD).

## Properties
Maximum force = 1.35 eV Å⁻¹
ΔE to the lowest compared entry with this formula, charge and spin = 5.0 kJ/mol
E_LUMO = 3.4119 eV
DFT total energy = -721.406720 hartree
HOMO level = -4.23 eV
HOMO-LUMO gap = 7.642 eV

Geometry as ORCA input:
```
! RIJCOSX wB97M-V def2-TZVPD def2/J DEFGRID3
* xyz -1 1
O -1.192 1.641 -1.599
C 0.035 1.491 -1.492
O 0.986 2.173 -1.936
N 0.460 0.390 -0.671
C -0.378 -0.678 -0.263
C -0.212 -1.120 1.228
S 0.322 0.186 2.360
H 1.447 0.196 -0.652
H -0.249 -1.598 -0.835
H -1.409 -0.334 -0.407
H -1.128 -1.577 1.588
H 0.598 -1.855 1.225
H 0.719 1.087 1.455
*
```

No. 5
Entry from OMol25: a structure of composition C29H46InN4O4S2SbTe in a non-equilibrium geometry (ωB97M-V/def2-TZVPD).

## Properties
Maximum force = 1.02 eV Å⁻¹
ΔE to the lowest compared entry with this formula, charge and spin = 82.3 kJ/mol
E_LUMO = -5.8824 eV
DFT total energy = -3146.933820 hartree
HOMO level = -12.97 eV
HOMO-LUMO gap = 7.085 eV

Geometry as ORCA input:
```
! RIJCOSX wB97M-V def2-TZVPD def2/J DEFGRID3
* xyz 2 1
In 1.069 -1.017 -0.316
O -2.479 -3.906 -1.456
C -1.636 -2.905 -1.256
O -1.170 -2.612 -0.179
C -1.322 -2.153 -2.509
C -1.976 -2.388 -3.704
C -1.571 -1.678 -4.831
C -0.507 -0.802 -4.727
C 0.080 -0.641 -3.479
N -0.331 -1.265 -2.389
C 1.342 0.136 -3.249
O 1.970 0.470 -4.358
O 1.891 0.138 -2.150
H -2.624 -4.359 -0.609
H -2.771 -3.117 -3.752
H -2.063 -1.834 -5.782
H -0.124 -0.272 -5.587
H 2.877 0.742 -4.138
C 1.604 -6.285 -1.344
S 1.933 -5.713 0.329
C 2.091 -3.987 0.164
S 1.750 -3.183 -1.354
N 2.485 -3.401 1.262
N 2.556 -2.036 1.084
C 3.439 -1.396 1.734
C 3.600 0.033 1.403
C 4.630 0.772 1.956
C 4.827 2.074 1.515
C 3.991 2.574 0.531
C 2.979 1.766 0.042
N 2.760 0.525 0.474
H 1.467 -7.360 -1.238
H 2.446 -6.099 -2.006
H 0.695 -5.854 -1.753
H 4.112 -1.892 2.427
H 5.270 0.327 2.706
H 5.628 2.675 1.923
H 4.119 3.574 0.142
H 2.305 2.134 -0.720
C -0.772 3.417 -5.043
Te -0.100 2.894 -3.104
C 1.880 3.604 -3.406
H -0.517 4.459 -5.214
H -1.851 3.295 -5.081
H -0.290 2.780 -5.780
H 2.142 3.433 -4.448
H 2.563 3.046 -2.766
H 1.941 4.663 -3.176
C -1.259 2.937 3.088
C -0.289 2.218 2.140
C 1.034 2.059 2.896
C -0.114 3.087 0.895
Sb -0.927 0.248 1.445
C -2.888 0.528 0.517
C -3.659 1.656 1.203
C -3.753 -0.729 0.590
C -2.643 0.913 -0.943
C -1.060 -1.010 3.239
C -1.607 -0.213 4.422
C 0.358 -1.493 3.540
C -1.947 -2.235 3.027
H -0.736 3.825 3.457
H -1.545 2.352 3.958
H -2.160 3.286 2.596
H 1.445 3.056 3.080
H 1.789 1.486 2.361
H 0.884 1.593 3.870
H 0.287 4.062 1.189
H -1.060 3.271 0.384
H 0.575 2.656 0.167
H -3.729 1.541 2.285
H -4.681 1.646 0.811
H -3.241 2.635 0.979
H -4.128 -0.902 1.597
H -3.253 -1.634 0.261
H -4.626 -0.567 -0.051
H -2.057 1.829 -1.035
H -3.610 1.092 -1.424
H -2.134 0.127 -1.502
H -0.922 0.562 4.762
H -1.742 -0.909 5.255
H -2.579 0.240 4.221
H 1.091 -0.685 3.605
H 0.696 -2.222 2.804
H 0.350 -2.006 4.506
H -3.003 -1.979 2.976
H -1.819 -2.883 3.900
H -1.678 -2.815 2.146
*
```

No. 6
Entry from OMol25: a structure of composition C6H10NaO8 in a non-equilibrium geometry (ωB97M-V/def2-TZVPD).

## Properties
Maximum force = 4.68 eV Å⁻¹
Expectation value of S² = 0.776
E_LUMO (alpha / beta) = -0.6827 / -2.0006 eV
DFT total energy = -998.830981 hartree
HOMO level (alpha / beta) = -7.85 / -7.46 eV
HOMO-LUMO gap (alpha / beta) = 7.172 / 5.455 eV

Geometry as ORCA input:
```
! RIJCOSX wB97M-V def2-TZVPD def2/J DEFGRID3
* xyz 0 2
Na 1.347 -0.274 -0.681
C -2.851 1.602 -0.254
C -3.822 1.783 0.815
C -3.516 1.032 2.192
O -4.091 1.374 3.247
C -2.409 0.111 2.182
C -1.639 -0.108 1.109
C -1.755 0.796 -0.131
O -0.911 0.822 -1.123
O -0.883 -1.091 1.162
O -4.844 2.502 0.765
H -3.057 2.148 -1.162
H -2.286 -0.461 3.089
O 3.451 0.547 0.959
H 3.192 1.382 1.350
H 4.359 0.425 1.234
O 1.424 -2.145 -2.442
H 0.505 -2.404 -2.387
H 1.786 -2.690 -3.141
O 2.561 -2.674 0.378
H 2.947 -3.186 -0.333
H 2.306 -3.326 1.031
O 2.719 1.308 -2.230
H 3.308 0.773 -2.762
H 2.159 1.753 -2.867
*
```

No. 7
Entry from OMol25: a cluster of 8 separate species, C16H48O13 in total in a non-equilibrium geometry (ωB97M-V/def2-TZVPD).

## Properties
Maximum force = 3.19 eV Å⁻¹
ΔE to the lowest compared entry with this formula, charge and spin = 200.9 kJ/mol
E_LUMO = 0.1987 eV
DFT total energy = -1616.301261 hartree
HOMO level = -9.88 eV
HOMO-LUMO gap = 10.077 eV

Geometry as ORCA input:
```
! RIJCOSX wB97M-V def2-TZVPD def2/J DEFGRID3
* xyz 0 1
O -2.509 -2.232 6.636
C -2.861 -2.998 5.547
C -3.845 -4.161 5.880
O -4.945 -3.641 6.626
H -2.049 -1.420 6.409
H -3.339 -2.250 4.914
H -2.029 -3.284 4.903
H -3.296 -4.788 6.582
H -4.182 -4.686 4.986
H -4.716 -3.260 7.477
O 1.127 3.148 -10.084
C 2.097 3.009 -9.016
C 1.613 3.823 -7.772
O 0.730 3.068 -7.059
H 1.540 2.928 -10.922
H 2.179 1.937 -8.837
H 3.052 3.297 -9.455
H 1.209 4.805 -8.018
H 2.444 4.149 -7.146
H 0.052 2.822 -7.693
O 0.813 2.152 -1.679
C 1.556 1.017 -1.316
C 1.603 0.701 0.144
O 0.295 0.536 0.717
H 0.628 2.151 -2.621
H 1.143 0.163 -1.853
H 2.592 1.028 -1.655
H 2.063 1.504 0.720
H 2.195 -0.199 0.313
H -0.114 -0.274 0.404
O 7.511 -3.850 -1.895
C 6.429 -3.112 -2.456
C 6.808 -1.934 -3.460
O 7.206 -2.343 -4.691
H 7.823 -3.262 -1.203
H 5.895 -3.899 -2.989
H 5.836 -2.665 -1.658
H 7.611 -1.367 -2.990
H 5.943 -1.279 -3.573
H 7.942 -2.946 -4.561
O -4.272 7.042 1.936
C -4.295 6.759 0.523
C -3.181 5.726 -0.008
O -3.355 4.490 0.602
H -4.569 6.263 2.412
H -5.293 6.460 0.202
H -4.228 7.708 -0.010
H -2.154 6.076 0.099
H -3.426 5.535 -1.053
H -2.699 3.915 0.201
C 0.761 4.451 6.598
C -0.508 4.011 5.831
O -0.414 2.649 5.598
H 1.676 4.366 6.011
H 0.899 3.856 7.500
H 0.628 5.479 6.934
H -0.796 4.629 4.981
H -1.455 4.116 6.361
H -0.154 2.513 4.684
C 1.736 -6.286 1.726
C 0.572 -7.222 2.102
O -0.585 -6.759 1.404
H 2.513 -6.469 2.469
H 1.436 -5.240 1.789
H 2.123 -6.528 0.736
H 0.322 -7.249 3.163
H 0.734 -8.210 1.670
H -1.227 -7.467 1.492
C -4.246 -1.024 -1.858
C -3.798 -2.419 -1.535
O -3.049 -2.459 -0.321
H -3.569 -0.193 -1.658
H -5.118 -0.734 -1.272
H -4.572 -0.960 -2.896
H -3.029 -2.640 -2.276
H -4.583 -3.174 -1.583
H -2.872 -3.397 -0.214
*
```

No. 8
Entry from OMol25: a structure of composition C17H25N3O4S in a non-equilibrium geometry (ωB97M-V/def2-TZVPD).

## Properties
Maximum force = 1.01 eV Å⁻¹
ΔE to the lowest compared entry with this formula, charge and spin = 275.4 kJ/mol
E_LUMO = -0.2354 eV
DFT total energy = -1526.180091 hartree
HOMO level = -8.48 eV
HOMO-LUMO gap = 8.242 eV

Geometry as ORCA input:
```
! RIJCOSX wB97M-V def2-TZVPD def2/J DEFGRID3
* xyz 0 1
C 0.599 1.203 -5.136
C 0.806 1.292 -3.647
O 1.732 1.898 -3.176
O -0.099 0.632 -2.867
C 0.516 -0.541 -2.241
C 0.525 -0.340 -0.727
C 1.742 -0.803 0.034
C 2.090 -0.253 1.240
C 1.345 0.892 1.911
N 1.171 2.124 1.138
C 3.216 -0.760 1.977
C 4.001 -1.775 1.554
C 3.695 -2.376 0.307
N 4.323 -3.390 -0.278
S 3.523 -3.686 -1.645
N 2.376 -2.578 -1.554
C 2.564 -1.879 -0.430
H 1.404 0.615 -5.573
H 0.676 2.210 -5.540
H -0.353 0.746 -5.394
H 1.501 -0.701 -2.663
H -0.101 -1.391 -2.525
H -0.363 -0.801 -0.282
H 0.402 0.727 -0.578
H 0.395 0.524 2.291
H 1.918 1.159 2.800
H 1.866 2.214 0.410
H 0.251 2.199 0.732
H 3.421 -0.303 2.936
H 4.825 -2.139 2.152
C -5.006 2.915 -2.504
C -3.876 2.193 -1.807
O -3.756 2.223 -0.605
C -2.904 1.432 -2.676
H -5.626 3.418 -1.766
H -4.605 3.655 -3.198
H -5.618 2.203 -3.060
H -2.413 2.110 -3.376
H -3.436 0.659 -3.235
H -2.157 0.968 -2.051
C -0.647 -1.138 6.024
C -0.557 -1.495 4.561
O 0.406 -1.196 3.894
C -1.726 -2.241 3.966
H 0.252 -0.606 6.324
H -1.515 -0.501 6.201
H -0.744 -2.044 6.625
H -2.637 -1.648 4.061
H -1.866 -3.191 4.485
H -1.535 -2.435 2.913
*
```